A 20-piece molecular cluster, C60H160O20 overall in a non-equilibrium geometry. Source: OMol25; level of theory: ωB97M-V/def2-TZVPD.

```
240
Properties=species:S:1:pos:R:3:mulliken_charge:R:1
C -6.13 -1.60 0.83 -1.60
C 2.62 -4.95 -1.75 0.73
H -2.64 3.28 -0.12 0.11
H 5.72 -3.38 -2.97 0.23
H -4.67 -5.48 -1.66 0.22
H 6.97 2.39 2.82 0.38
C -5.87 -2.65 -4.13 1.22
H -7.24 -2.14 -5.79 0.36
O -0.73 3.56 1.80 0.06
C 6.49 1.65 2.22 -1.85
C -6.19 -2.36 -5.60 -1.51
H -0.76 -3.40 6.23 0.54
H -0.50 2.70 -4.65 -0.07
C 1.55 0.27 7.32 0.71
H 0.08 -2.50 -3.29 0.25
C 1.49 0.17 -6.57 1.69
H -4.38 7.02 -2.49 0.43
C -2.76 6.69 -1.09 2.19
H 2.17 7.22 0.76 0.53
H 3.54 -3.97 -3.32 0.28
C -1.75 5.63 2.68 -1.63
C -1.64 -1.95 -4.49 0.59
C -0.55 -1.30 0.42 0.39
H 1.22 3.79 -0.75 -0.72
H -0.73 -0.79 -0.51 -0.63
H -0.52 4.41 -1.01 -0.23
H -1.11 4.33 5.13 0.45
H 4.69 0.56 1.99 -0.06
O 0.69 4.86 -3.34 -0.78
H -1.28 7.11 -2.56 0.29
H 3.48 1.25 3.90 0.15
H -6.50 -1.54 -0.15 0.30
H 1.17 -4.21 4.03 0.48
O -2.27 -3.24 -4.25 -0.65
O -0.63 -5.82 4.96 -0.54
C -0.49 -1.64 -3.56 0.57
H 2.27 -3.00 -2.69 -0.31
O 3.52 5.24 -2.34 0.10
C -2.68 -5.37 0.31 -0.66
H 6.20 -1.70 -3.11 0.18
H -3.03 -3.39 -1.08 -0.02
H 6.92 0.68 2.52 0.44
H 3.49 5.78 -1.53 -0.08
H 3.64 -0.59 7.10 0.39
H -4.69 -1.28 -3.23 0.16
C 0.63 1.36 -6.70 -0.91
H 4.75 5.71 -5.48 0.38
H 6.76 1.76 1.18 0.38
H -0.87 2.03 -3.08 0.07
H -3.57 -5.83 -3.01 0.36
C 2.55 -4.01 -2.90 -0.93
O 0.72 -1.01 -6.85 -0.52
C 4.26 5.27 -4.61 -1.11
H 0.25 -4.72 2.55 -0.41
O -1.34 -7.89 2.62 -0.69
C 1.44 -4.98 -0.76 -0.04
H 0.27 4.44 4.15 -0.24
C 3.43 1.19 -1.70 2.09
H -5.07 0.17 5.16 0.34
H -4.71 0.01 6.88 0.51
C -5.45 1.26 -1.01 -1.41
C -1.81 7.63 -1.77 -1.63
H -1.94 -4.79 0.91 0.00
H -2.23 0.05 -5.17 0.15
H -3.88 -1.43 2.42 -0.13
O -3.22 7.36 0.05 -0.66
C -0.17 -7.77 1.81 1.73
H -0.43 -0.41 2.45 -0.31
H 1.87 -0.37 -1.72 -0.22
H 1.82 -4.30 -3.66 0.58
H -6.97 -1.92 1.45 0.54
H 5.56 6.46 -1.54 0.38
H -4.73 5.69 -1.43 0.40
H -1.43 -1.88 0.74 0.00
H 6.79 -0.93 0.35 0.15
H -5.53 -1.59 -6.00 0.33
H -1.47 -2.49 4.92 -0.19
H -1.21 -6.01 5.69 0.32
H -3.68 -5.09 0.62 -0.02
C -2.97 0.44 5.73 -0.32
H -1.62 -5.84 -1.53 0.07
H -1.30 0.77 4.34 -0.63
H -0.28 1.30 -6.13 -0.01
H 2.91 -5.91 -2.18 0.20
C -0.64 3.90 4.22 -0.63
H 1.13 -3.93 -0.49 -0.34
H 6.30 -3.22 -0.57 0.30
O -3.66 0.77 0.58 -0.19
H -5.37 -3.58 1.01 0.66
H 1.30 -7.30 3.43 0.24
H -5.98 -3.31 -6.13 0.39
H -2.30 -3.48 -3.26 0.35
H 4.84 2.52 4.28 0.32
C 4.35 5.95 -3.24 0.39
C -1.44 -3.49 5.40 -1.05
H -2.09 5.82 -0.79 -0.84
H 3.46 5.00 3.70 0.29
H 0.16 -3.10 3.20 -0.17
H 6.11 4.99 -2.51 0.23
C -2.36 0.42 4.35 0.87
C 4.52 1.58 3.85 -1.40
H -2.58 -6.43 0.64 0.51
H -2.42 8.42 -2.22 0.40
H 3.51 0.72 8.21 0.41
C -2.67 -0.72 -4.55 0.21
H 1.54 0.61 0.44 -0.22
H -0.72 1.76 1.53 -0.63
H 1.82 0.09 -5.51 -0.73
H -2.71 5.86 3.15 0.34
H -4.92 -3.28 -4.18 -0.05
H -3.73 -3.22 2.73 -0.36
C 0.85 -0.82 8.19 -1.11
H 4.66 4.29 -4.47 0.19
H -2.33 -0.26 7.40 0.23
H -0.82 -1.08 -2.67 -0.36
H -7.96 -2.83 -3.26 0.35
H 4.96 2.67 -2.06 0.24
C -3.94 6.20 -1.96 -1.47
C 4.95 1.48 2.40 1.31
H 2.46 3.32 2.03 -0.63
C 2.75 0.16 -7.51 -1.47
C -0.97 -4.55 4.38 1.01
C -1.38 4.13 2.90 1.43
H 4.24 2.11 0.77 -0.01
H -1.36 -8.49 0.15 0.22
H -0.45 2.81 4.32 -0.17
H 0.32 -1.99 0.33 -0.67
H -1.51 3.69 -3.64 0.33
H 0.14 -0.98 -4.17 -0.58
H 0.17 -0.10 6.02 0.01
H -3.52 -1.07 -5.02 -0.06
C -2.48 -5.26 -1.18 0.47
H 0.37 1.43 -7.74 0.46
H 5.16 0.86 4.43 0.45
O 4.34 2.54 1.66 -0.42
H 3.33 1.00 6.47 0.18
H -4.04 3.45 -1.20 0.13
H 0.40 -8.60 -0.10 0.32
C 6.17 -2.33 -1.15 0.65
H 3.28 -0.75 -7.19 0.38
H -3.90 -1.39 0.07 -0.60
H 0.55 -5.46 -1.11 -0.18
C 3.09 0.30 7.27 -1.36
H -1.15 -2.03 -5.47 0.29
H -4.16 -1.32 5.80 0.17
H 2.50 0.04 -8.62 0.32
H 1.76 -7.79 1.73 0.30
O -2.30 -3.93 -1.59 0.59
H -1.27 -7.14 3.22 0.35
H 1.81 -5.47 0.13 0.32
H -1.07 6.33 3.12 0.38
O 3.96 0.75 -0.40 1.14
O 4.85 -1.81 -1.03 -0.12
H 1.51 0.79 2.21 0.02
H 3.49 6.64 3.15 0.42
H -3.04 1.40 6.09 0.62
H 5.24 1.03 -2.80 0.03
H 2.62 1.93 -1.39 -1.16
H -0.10 -6.75 1.39 -0.51
H 0.23 -1.03 -7.69 0.32
H -5.16 -2.45 3.20 0.64
C 1.72 6.23 0.86 -0.99
H 1.37 2.99 -2.96 -0.31
O 1.86 4.04 1.81 0.46
H -2.92 -0.41 -3.51 -0.71
H -0.10 -0.48 8.52 0.26
H 7.39 -2.95 -2.75 0.45
H 4.11 2.13 -3.50 0.69
C 7.13 -1.25 -0.65 -1.28
H 3.13 5.16 -4.75 0.31
C 2.85 5.75 3.16 -1.46
H -3.79 -6.98 -1.79 0.48
H -4.32 3.27 0.50 0.24
C -4.37 -0.23 5.87 -1.35
H -1.87 -4.79 3.73 -0.14
H -6.70 -3.76 -2.42 0.20
H 6.53 6.63 -3.02 0.37
H 3.86 -4.94 -0.25 0.23
H 3.29 -0.68 -2.82 0.41
H 1.62 5.10 -3.22 0.13
H 1.88 -0.79 1.48 1.04
O -4.05 -2.36 0.04 0.60
C 1.27 0.09 1.38 -1.96
C 0.26 3.66 -1.30 1.70
H 1.29 1.26 7.63 0.19
C -4.01 1.51 -0.55 1.87
C 6.38 -2.62 -2.59 -1.26
H -6.13 1.33 -0.15 0.31
H 0.25 3.58 1.93 -0.55
C -0.67 2.98 -3.56 -1.19
C 4.49 1.83 -2.58 -1.97
H -3.73 6.67 0.49 0.41
C -0.35 -8.72 0.66 -1.41
O -5.62 -1.45 -3.43 -0.48
C 1.14 -7.97 2.58 -1.32
H 1.25 2.26 -6.44 0.28
H -2.40 -3.76 5.81 0.46
H 7.24 -0.35 -1.32 0.24
H 0.74 -1.72 7.59 0.21
H -7.39 -4.35 -4.00 0.35
H -5.65 1.94 -1.81 0.50
H 2.02 0.54 -3.27 -0.35
C -0.22 -0.20 1.41 2.29
H -5.57 0.25 -1.36 -0.01
H 1.45 -1.01 9.13 0.36
H -5.87 -0.59 1.13 0.08
H 1.89 5.88 3.76 0.15
H -1.07 8.00 -1.12 0.39
H 4.24 -2.53 -1.13 -0.09
C -3.64 2.96 -0.28 -1.20
C 0.48 3.58 -2.76 1.55
H -0.19 2.75 -0.94 -0.97
C -5.00 -2.58 1.09 0.36
H 8.10 -1.64 -0.42 0.52
O -1.97 -0.16 6.55 -0.37
H 3.57 5.12 1.23 -0.08
H -1.81 5.84 1.64 0.14
C 5.73 6.01 -2.54 -1.20
O 3.79 -4.41 -1.07 -0.52
C 2.61 0.07 -2.41 -0.25
H 4.41 -0.06 -0.47 -0.35
C 0.20 -4.14 3.50 -0.23
C -4.40 -2.40 2.42 -0.49
O -0.93 0.98 0.97 1.14
H -2.85 1.08 3.57 0.31
H -2.67 0.76 0.64 -0.12
C -7.03 -3.46 -3.41 -1.36
H -3.58 5.40 -2.65 0.18
H -3.38 1.19 -1.38 -0.59
H -0.40 -9.79 0.92 0.39
H 1.35 -9.02 2.93 0.36
H 0.73 6.41 1.30 -0.08
H -2.38 3.63 2.96 0.28
H 3.39 1.07 -7.44 0.33
O 1.11 0.17 5.97 -0.22
H 3.91 6.94 -3.39 0.33
C 2.58 5.26 1.74 1.15
C -3.70 -5.93 -1.91 -1.72
H 1.51 5.77 -0.11 0.00
H -2.33 -0.61 4.06 -0.51
```

frontier orbital gap: 9.6 eV
multiplicity: 1
ΔE to the lowest compared entry with this formula, charge and spin: 64.2 kcal/mol
energy: -105762.6365 eV
molar mass: 1201.9 g mol⁻¹
maximum force: 3.53 eV/Å